This record from OMol25 describes a molecular structure, C16H33MnNOP2. The level of theory is ωB97M-V/def2-TZVPD.

```
! wB97M-V def2-TZVPD RIJCOSX def2/J DEFGRID3
* xyz 1 5
Mn 0.110 -0.017 0.214
H 1.741 -0.196 -0.739
H 1.373 -0.884 -0.631
P 0.540 2.130 -0.382
P -0.965 -1.982 -0.071
C -0.926 -3.083 1.397
H -1.403 -4.044 1.162
H 0.116 -3.261 1.694
H -1.472 -2.621 2.230
C -2.710 -2.177 -0.580
H -2.880 -1.744 -1.573
H -2.923 -3.256 -0.603
H -3.396 -1.696 0.127
C -0.078 -2.976 -1.331
H 0.966 -3.064 -1.002
H -0.542 -3.971 -1.434
H -0.115 -2.440 -2.289
C -0.793 3.349 -0.691
H -0.371 4.361 -0.808
H -1.328 3.073 -1.606
H -1.510 3.349 0.138
C 1.373 2.898 1.091
H 2.277 2.313 1.334
H 1.682 3.937 0.880
H 0.698 2.916 1.963
C 1.742 2.529 -1.709
H 1.325 2.157 -2.654
H 1.929 3.614 -1.787
H 2.674 1.996 -1.478
C 1.378 -0.373 1.530
O 1.984 -0.739 2.486
H 0.095 0.687 -1.350
C -0.594 1.239 5.901
N -1.261 0.730 4.709
C -1.412 -0.688 4.621
C -0.979 1.386 3.436
C -2.025 1.217 2.339
C -3.284 1.619 2.769
C -4.367 1.641 1.953
C -4.179 1.294 0.633
C -2.902 0.902 0.165
C -1.741 0.803 0.993
H 0.493 1.067 5.927
H -1.002 0.744 6.787
H -0.736 2.320 6.019
H -2.189 -0.916 3.879
H -0.488 -1.181 4.290
H -1.688 -1.132 5.578
H -0.959 2.467 3.724
H 0.010 1.097 3.023
H -3.452 1.919 3.798
H -5.343 1.926 2.313
H -5.085 1.304 0.037
H -2.843 0.652 -0.904
*
```

Results
DFT total energy ... -2592.74183 hartree
HOMO-LUMO gap (spin up / spin down) ... 7.403 / 5.503 eV

Taken from the Mulliken analysis, the atomic charges in e are: -1.094 -0.035 0.165 1.021 1.025 -1.223 0.460 0.376 0.188 -1.285 0.363 0.476 0.356 -1.332 0.448 0.409 0.379 -1.125 0.471 0.361 0.292 -1.279 0.347 0.473 0.195 -1.175 0.419 0.417 0.393 0.259 -0.269 -0.366 -0.929 0.175 -0.890 -1.020 1.797 -0.729 -0.619 -0.831 0.343 -0.587 0.328 0.334 0.273 0.228 0.213 0.454 0.496 0.042 0.403 0.439 0.414 0.555